Below is an isolated molecule of C5H7NO3, with properties calculated with wB97M-V/def2-TZVPD.

CARTESIAN COORDINATES (ANGSTROEM)
C (0.9212, -0.5694, -0.6524)
C (-1.0118, 0.5165, -0.0276)
C (0.4449, 0.1019, -1.9202)
C (-1.0377, 0.4777, -1.5902)
C (0.4169, -0.5511, 1.8672)
N (0.1012, -0.1612, 0.3763)
O (1.9248, -1.1761, -0.3708)
O (-1.8234, 0.8250, 0.7846)
O (0.7293, 0.4297, 2.8552)
H (0.8563, 1.1644, -1.9493)
H (0.6878, -0.6185, -2.7260)
H (-1.8813, -0.0930, -1.8190)
H (-1.2734, 1.3447, -2.1256)
H (-0.3350, -1.2834, 2.1738)
H (-0.1055, 0.8626, 3.2506)
H (1.3857, -1.2698, 1.8733)

Results
Relative energy (zero: lowest compared OMol25 entry of this formula, charge and spin): 42.97 kcal/mol
M: 129.12 g/mol
SMILES: O=C1CCC(=O)N1CO
HOMO-LUMO gap: 10.591 eV



Below is an isolated molecule of C5H7NO3, with properties calculated with wB97M-V/def2-TZVPD.

CARTESIAN COORDINATES (ANGSTROEM)
C (-1.5349, -0.7351, 0.2714)
C (-0.5366, -0.2749, -0.7995)
C (1.3606, 0.8304, -0.7337)
C (1.1355, 0.0204, 0.6160)
C (-0.2643, 0.0171, 0.6577)
H (-1.8860, -2.0480, 1.4861)
H (-2.6301, -0.3227, 0.3442)
H (0.1733, -1.1249, -0.9363)
H (0.3523, 0.6689, -2.3388)
H (2.1513, 0.0304, -1.2294)
H (1.6051, 1.8208, -0.5717)
H (-0.1110, 1.5549, 1.8106)
N (0.1258, 0.8593, -1.4201)
O (-1.5104, -2.1709, 0.6731)
O (2.0535, -0.4334, 1.2827)
O (-0.4842, 1.3078, 0.8878)

Results
Relative energy (zero: lowest compared OMol25 entry of this formula, charge and spin): 176.28 kcal/mol
M: 129.12 g/mol
SMILES: O=C1CN[C@@H]2[C@@H](O)[C@@]12O
HOMO-LUMO gap: 9.931 eV



In a.u., the electronic energy values for the records above are, in order, -475.18052 -474.96808.